<P>
{"formula": "C46H49Cl5F6N2O4PRbS2", "method": "ωB97M-V/def2-TZVPD", "symbols": ["Rb", "C", "C", "C", "C", "C", "C", "C", "C", "C", "C", "C", "C", "C", "C", "C", "C", "C", "C", "C", "C", "C", "P", "C", "C", "C", "C", "C", "C", "C", "C", "H", "H", "H", "H", "H", "H", "H", "H", "H", "H", "H", "H", "H", "H", "H", "H", "H", "H", "H", "H", "H", "H", "H", "H", "H", "H", "H", "H", "H", "H", "H", "H", "H", "H", "H", "H", "H", "H", "H", "H", "H", "H", "H", "H", "H", "Cl", "C", "C", "C", "Cl", "C", "Cl", "C", "Cl", "C", "Cl", "F", "C", "F", "F", "S", "O", "O", "N", "S", "O", "O", "C", "F", "F", "F", "N", "C", "C", "C", "C", "C", "C", "C", "C", "C", "H", "H", "H", "H"], "coordinates": [[1.65, 0.40, -1.94], [3.83, -1.62, 5.04], [3.09, -0.30, 4.86], [2.48, 0.13, 6.20], [1.99, -0.36, 3.82], [1.32, 0.80, 3.45], [0.16, 0.79, 2.68], [-0.40, 2.15, 2.29], [-1.87, 2.39, 2.64], [-0.10, 2.40, 0.81], [-0.36, -0.44, 2.23], [0.42, -1.59, 2.43], [1.56, -1.54, 3.24], [0.07, -2.94, 1.84], [1.25, -3.49, 1.04], [-0.39, -3.94, 2.91], [-1.84, -0.70, 2.01], [-2.45, -0.94, 3.25], [-3.73, -1.44, 3.39], [-4.45, -1.75, 2.24], [-3.89, -1.47, 1.01], [-2.62, -0.91, 0.85], [-2.11, -0.37, -0.87], [-3.48, 0.92, -1.25], [-3.14, 2.16, -0.42], [-4.94, 0.57, -0.92], [-3.36, 1.31, -2.72], [-2.46, -1.85, -2.02], [-3.89, -2.18, -2.47], [-1.87, -3.12, -1.39], [-1.62, -1.56, -3.28], [4.64, -1.49, 5.77], [4.26, -1.98, 4.11], [3.15, -2.39, 5.43], [3.80, 0.47, 4.55], [1.76, -0.62, 6.54], [1.96, 1.08, 6.12], [3.26, 0.23, 6.97], [1.70, 1.76, 3.78], [0.18, 2.89, 2.86], [-2.53, 1.68, 2.15], [-2.16, 3.40, 2.34], [-2.03, 2.29, 3.72], [-0.52, 1.61, 0.19], [0.98, 2.40, 0.64], [-0.50, 3.36, 0.47], [2.10, -2.46, 3.41], [-0.76, -2.80, 1.16], [2.05, -3.83, 1.70], [1.66, -2.73, 0.38], [0.95, -4.34, 0.42], [0.42, -4.16, 3.61], [-0.68, -4.88, 2.43], [-1.24, -3.55, 3.48], [-1.86, -0.76, 4.14], [-4.15, -1.62, 4.37], [-5.44, -2.19, 2.30], [-4.46, -1.70, 0.13], [-3.12, 1.94, 0.65], [-3.91, 2.92, -0.59], [-2.17, 2.57, -0.73], [-5.10, 0.48, 0.15], [-5.30, -0.33, -1.41], [-5.56, 1.40, -1.28], [-2.32, 1.53, -2.98], [-3.94, 2.22, -2.89], [-3.74, 0.54, -3.40], [-4.51, -2.56, -1.67], [-3.82, -2.97, -3.23], [-4.39, -1.33, -2.93], [-2.38, -3.39, -0.46], [-0.80, -3.00, -1.20], [-1.97, -3.95, -2.09], [-2.04, -0.74, -3.87], [-1.56, -2.45, -3.90], [-0.60, -1.29, -3.00], [-0.19, -6.17, -2.05], [0.49, -5.27, -3.43], [0.95, -3.99, -3.21], [1.45, -3.38, -4.34], [2.03, -1.71, -4.22], [1.51, -3.96, -5.60], [2.16, -3.13, -6.98], [1.02, -5.26, -5.76], [1.06, -6.03, -7.32], [0.50, -5.93, -4.66], [-0.13, -7.54, -4.86], [6.18, -0.06, -4.34], [6.31, 0.66, -3.23], [7.30, 0.14, -2.50], [6.63, 1.91, -3.56], [4.71, 0.61, -2.31], [4.52, -0.75, -1.89], [3.77, 1.16, -3.25], [5.08, 1.59, -1.11], [4.30, 1.28, 0.23], [2.93, 0.88, 0.01], [4.56, 2.29, 1.22], [5.14, -0.25, 0.95], [6.28, -0.53, 0.33], [4.35, -1.31, 0.92], [5.44, 0.00, 2.23], [-0.74, 10.39, -0.36], [-0.66, 9.29, -0.67], [-0.56, 7.92, -1.07], [0.65, 7.39, -1.53], [0.74, 6.08, -1.92], [-0.37, 5.22, -1.86], [-1.59, 5.76, -1.40], [-1.68, 7.08, -1.01], [-0.28, 3.86, -2.25], [-0.18, 2.67, -2.57], [1.52, 8.04, -1.59], [1.68, 5.67, -2.28], [-2.46, 5.12, -1.35], [-2.62, 7.48, -0.66]], "charge": -2, "homo_energy_ev": -3.2, "spin_multiplicity": 1}

***

<Q>
{"formula": "C46H49Cl5F6N2O4PRbS2", "method": "ωB97M-V/def2-TZVPD", "symbols": ["Rb", "C", "C", "C", "C", "C", "C", "C", "C", "C", "C", "C", "C", "C", "C", "C", "C", "C", "C", "C", "C", "C", "P", "C", "C", "C", "C", "C", "C", "C", "C", "H", "H", "H", "H", "H", "H", "H", "H", "H", "H", "H", "H", "H", "H", "H", "H", "H", "H", "H", "H", "H", "H", "H", "H", "H", "H", "H", "H", "H", "H", "H", "H", "H", "H", "H", "H", "H", "H", "H", "H", "H", "H", "H", "H", "H", "Cl", "C", "C", "C", "Cl", "C", "Cl", "C", "Cl", "C", "Cl", "F", "C", "F", "F", "S", "O", "O", "N", "S", "O", "O", "C", "F", "F", "F", "N", "C", "C", "C", "C", "C", "C", "C", "C", "C", "H", "H", "H", "H"], "coordinates": [[-1.66, 0.36, 0.05], [0.13, 3.79, 3.61], [-0.03, 3.87, 2.09], [0.21, 5.30, 1.62], [0.86, 2.90, 1.34], [0.80, 2.82, -0.05], [1.62, 1.98, -0.79], [1.58, 2.21, -2.30], [2.73, 3.14, -2.72], [1.51, 0.99, -3.19], [2.52, 1.12, -0.11], [2.66, 1.25, 1.28], [1.80, 2.12, 1.97], [3.71, 0.64, 2.22], [4.66, 1.75, 2.67], [4.56, -0.57, 1.82], [3.40, 0.14, -0.83], [4.68, 0.58, -1.16], [5.62, -0.26, -1.73], [5.30, -1.59, -1.95], [4.03, -2.04, -1.64], [3.04, -1.20, -1.11], [1.29, -1.79, -0.94], [1.29, -2.87, 0.61], [2.51, -3.78, 0.80], [1.22, -1.88, 1.78], [0.00, -3.70, 0.69], [0.98, -2.93, -2.44], [1.49, -4.38, -2.39], [-0.55, -2.96, -2.57], [1.52, -2.31, -3.73], [-0.62, 4.42, 4.09], [1.12, 4.14, 3.91], [0.00, 2.77, 3.98], [-1.07, 3.61, 1.85], [1.24, 5.61, 1.83], [-0.47, 5.99, 2.13], [0.04, 5.41, 0.54], [0.11, 3.46, -0.59], [0.65, 2.77, -2.47], [3.69, 2.64, -2.60], [2.74, 4.05, -2.12], [2.62, 3.42, -3.77], [2.47, 0.48, -3.27], [1.20, 1.29, -4.20], [0.77, 0.29, -2.81], [1.87, 2.12, 3.05], [3.12, 0.34, 3.09], [5.23, 2.13, 1.82], [5.37, 1.35, 3.40], [4.13, 2.58, 3.12], [5.36, -0.31, 1.13], [3.98, -1.38, 1.37], [5.01, -0.96, 2.73], [4.94, 1.61, -0.93], [6.61, 0.12, -1.97], [6.03, -2.27, -2.36], [3.79, -3.07, -1.81], [3.44, -3.21, 0.82], [2.59, -4.53, 0.01], [2.42, -4.30, 1.75], [1.98, -1.10, 1.74], [1.34, -2.41, 2.73], [0.25, -1.38, 1.82], [-0.01, -4.54, 0.00], [-0.90, -3.10, 0.52], [-0.07, -4.11, 1.71], [1.17, -4.91, -1.50], [2.58, -4.45, -2.46], [1.08, -4.91, -3.25], [-1.06, -3.41, -1.72], [-0.82, -3.54, -3.47], [-0.95, -1.96, -2.69], [2.59, -2.11, -3.70], [1.01, -1.38, -3.98], [1.33, -3.01, -4.55], [3.45, 0.16, 5.94], [1.79, -0.45, 5.72], [1.00, 0.14, 4.76], [-0.27, -0.38, 4.68], [-1.41, 0.31, 3.48], [-0.76, -1.42, 5.47], [-2.38, -2.02, 5.30], [0.09, -1.98, 6.41], [-0.46, -3.28, 7.42], [1.39, -1.50, 6.54], [2.45, -2.20, 7.72], [-5.12, 0.94, 0.60], [-5.39, 2.21, 0.33], [-5.77, 2.82, 1.46], [-6.39, 2.27, -0.54], [-3.90, 3.10, -0.30], [-2.88, 2.81, 0.68], [-4.30, 4.46, -0.48], [-3.70, 2.26, -1.62], [-2.55, 2.41, -2.66], [-1.71, 1.24, -2.70], [-1.91, 3.70, -2.70], [-3.51, 2.32, -4.23], [-4.21, 1.19, -4.32], [-2.66, 2.38, -5.27], [-4.36, 3.34, -4.33], [-10.68, -0.91, -3.05], [-9.61, -1.09, -2.65], [-8.29, -1.32, -2.15], [-8.05, -2.38, -1.27], [-6.78, -2.61, -0.79], [-5.70, -1.79, -1.16], [-5.96, -0.73, -2.04], [-7.23, -0.49, -2.53], [-4.39, -2.03, -0.67], [-3.24, -2.22, -0.25], [-8.88, -3.02, -0.98], [-6.60, -3.43, -0.11], [-5.15, -0.08, -2.32], [-7.41, 0.34, -3.19]], "charge": -2, "homo_energy_ev": -3.3, "spin_multiplicity": 1}

***

Which one is most stable, and which one is least stable? <Q> is the most stable of them, while <P> is the least stable.

***

<P>
{"formula": "C8H17NO", "method": "ωB97M-V/def2-TZVPD", "symbols": ["C", "C", "C", "C", "N", "H", "H", "H", "H", "H", "H", "H", "H", "H", "C", "C", "C", "C", "O", "H", "H", "H", "H", "H", "H", "H", "H"], "coordinates": [[1.66, -0.01, 1.09], [2.42, -0.31, -0.17], [1.37, -0.27, -1.27], [1.03, 1.21, 1.31], [1.34, -1.09, 1.87], [0.54, -0.99, 2.48], [1.33, -1.99, 1.40], [3.20, 0.44, -0.33], [2.87, -1.30, -0.10], [1.59, -1.03, -2.03], [1.30, 0.71, -1.73], [-0.22, 0.93, 0.49], [1.50, 2.07, 0.85], [0.71, 1.43, 2.32], [-2.18, -0.14, 0.71], [-1.74, 1.41, -1.23], [-1.17, 0.34, -0.32], [-0.38, -0.68, -1.02], [-0.30, -1.97, -0.44], [-1.20, -2.31, -0.36], [-0.64, -0.75, -2.08], [-1.76, -0.92, 1.35], [-2.49, 0.67, 1.37], [-2.62, 1.05, -1.78], [-2.07, 2.28, -0.65], [-1.02, 1.74, -1.97], [-3.08, -0.54, 0.24]], "homo_energy_ev": -6.7, "spin_multiplicity": 1}

***

<Q>
{"formula": "C8H17NO", "method": "ωB97M-V/def2-TZVPD", "symbols": ["C", "C", "O", "C", "C", "N", "C", "C", "C", "C", "H", "H", "H", "H", "H", "H", "H", "H", "H", "H", "H", "H", "H", "H", "H", "H", "H"], "coordinates": [[1.08, -0.11, 2.07], [0.90, 0.60, 0.75], [1.92, 1.02, 0.12], [-0.52, 1.05, 0.34], [-0.51, 2.56, 0.02], [-1.50, 0.69, 1.37], [-0.75, 0.19, -0.92], [0.25, -0.98, -0.83], [-0.35, -2.22, -0.18], [0.87, -1.31, -2.19], [0.24, -0.75, 2.30], [1.16, 0.66, 2.84], [2.02, -0.66, 2.06], [-1.45, 2.85, -0.44], [0.32, 2.79, -0.65], [-0.38, 3.14, 0.94], [-1.37, 1.26, 2.20], [-2.43, 0.87, 1.03], [-1.78, -0.16, -0.99], [-0.51, 0.79, -1.80], [1.29, -0.49, -0.38], [-0.92, -1.96, 0.71], [-1.05, -2.70, -0.86], [0.43, -2.95, 0.07], [1.43, -0.46, -2.57], [1.54, -2.16, -2.12], [0.08, -1.56, -2.91]], "homo_energy_ev": -9.2, "spin_multiplicity": 1, "smiles": "CC(=O)[C@](C)(N)CC(C)C"}

***

Which one is most stable, and which one is least stable? <Q> is the most stable of them, while <P> is the least stable.